(1)
16
Properties=species:S:1:pos:R:3 method="wB97M-V/def2-TZVPD" e_above_lowest_kcal_mol=24.2 orbital_gap_ha=0.3244 smiles=Cc1c[nH]c(C)c1 largest_force_ev_per_a=2.401 homo_ev=-7.8 total_energy_ev=-7857.10938
C -0.268 0.901 -2.374
C 0.382 0.530 -1.042
C 1.344 0.989 -0.166
N 1.173 0.274 1.128
C 0.145 -0.584 0.954
C -0.666 -1.264 1.996
C -0.265 -0.508 -0.339
H 0.290 1.518 -3.081
H -1.221 1.416 -2.179
H -0.556 -0.019 -2.904
H 1.923 1.873 -0.070
H 1.521 0.353 2.095
H -0.179 -1.488 2.943
H -1.558 -0.668 2.218
H -1.026 -2.198 1.568
H -1.039 -1.124 -0.746

(2)
16
Properties=species:S:1:pos:R:3 method="wB97M-V/def2-TZVPD" e_above_lowest_kcal_mol=83.2 orbital_gap_ha=0.3562 smiles=C[C@]12C[C@H]1[C@H]1N[C@H]12 largest_force_ev_per_a=0.655 homo_ev=-8.6 total_energy_ev=-7854.55319
C 1.601 -0.675 0.942
C 0.450 -0.155 0.121
C 0.613 0.749 -1.054
C -0.283 1.173 0.073
C -1.646 0.421 0.121
N -1.912 -0.558 -0.890
C -0.939 -0.887 0.119
H 1.277 -1.103 1.898
H 2.337 0.107 1.163
H 2.119 -1.467 0.386
H 1.562 1.285 -1.069
H 0.240 0.482 -2.040
H -0.104 2.090 0.628
H -2.468 0.744 0.751
H -1.719 -0.439 -1.875
H -1.129 -1.766 0.726